1.
{
  "formula": "C12H22AsClN2O2SY",
  "method": "the ωB97M-V functional and the def2-TZVPD basis",
  "lumo_energy_ev": -9.36,
  "e_tot_ha": -3862.0928,
  "molar_mass_g_mol": 457.67,
  "e_homo_ev": -16.5,
  "orbital_gap_ev": 7.1,
  "charge": 3,
  "symbols": ["Y", "Cl", "C", "C", "C", "C", "O", "C", "C", "O", "C", "H", "H", "H", "H", "C", "As", "C", "C", "S", "H", "H", "H", "H", "H", "H", "H", "H", "H", "N", "C", "C", "N", "H", "H", "H", "H", "H", "H", "H", "H", "H"],
  "positions_angstrom": [[0.723, -0.291, 0.512], [-1.592, -3.776, -5.596], [-1.227, -2.754, -4.273], [-1.938, -1.565, -4.088], [-1.664, -0.714, -3.026], [-0.677, -1.022, -2.117], [-0.413, -0.167, -1.090], [0.054, -2.227, -2.291], [1.091, -2.657, -1.437], [1.506, -2.046, -0.396], [-0.240, -3.079, -3.385], [-2.717, -1.308, -4.796], [-2.217, 0.208, -2.903], [1.595, -3.590, -1.690], [0.324, -3.997, -3.513], [3.766, 3.882, -0.012], [2.457, 2.525, -0.307], [1.010, 3.260, -1.321], [3.217, 1.073, -1.322], [1.744, 1.805, 1.605], [3.915, 4.422, -0.945], [4.693, 3.417, 0.311], [3.392, 4.548, 0.759], [1.395, 3.608, -2.279], [0.605, 4.098, -0.760], [0.245, 2.506, -1.481], [3.952, 1.488, -2.012], [2.447, 0.578, -1.915], [3.727, 0.379, -0.657], [-3.564, -0.881, 4.684], [-2.094, -0.502, 4.640], [-1.325, -1.045, 3.431], [-1.295, -0.202, 2.200], [-3.990, -0.545, 5.555], [-3.699, -1.896, 4.668], [-4.113, -0.482, 3.919], [-1.664, -0.905, 5.554], [-2.048, 0.583, 4.702], [-1.688, -2.035, 3.153], [-0.304, -1.185, 3.781], [-1.223, 0.782, 2.458], [-2.164, -0.289, 1.679]],
  "forces_ev_per_a": [[-0.19, -0.46, 1.79], [-0.01, -0.01, -0.01], [-0.18, 0.06, -0.17], [-0.06, 0.07, 0.00], [-0.20, 0.15, -0.12], [0.07, 0.30, 0.15], [-0.63, -0.35, -1.41], [0.09, -0.12, 0.02], [0.20, 0.17, 0.21], [-0.02, -0.61, -0.62], [0.24, -0.11, 0.19], [0.02, 0.01, 0.03], [-0.02, -0.03, -0.05], [0.05, -0.06, 0.05], [-0.03, 0.05, 0.01], [0.06, -0.09, 0.00], [0.13, 0.44, -0.06], [0.07, 0.07, 0.01], [-0.02, 0.04, 0.03], [0.28, 0.48, -0.02], [0.03, 0.03, -0.04], [0.07, 0.00, 0.05], [-0.02, 0.09, 0.06], [0.01, 0.02, -0.04], [-0.07, 0.06, 0.00], [-0.06, -0.05, -0.02], [0.01, 0.00, -0.06], [-0.05, -0.05, -0.02], [0.07, -0.04, 0.02], [0.05, 0.03, -0.01], [-0.09, -0.03, -0.09], [-0.12, 0.08, -0.06], [0.17, -0.14, 0.21], [0.00, 0.03, 0.03], [0.02, -0.03, 0.00], [0.00, 0.01, -0.02], [0.01, -0.05, 0.04], [-0.01, 0.05, 0.02], [0.02, -0.06, 0.00], [0.09, 0.03, 0.00], [0.02, 0.03, 0.00], [0.00, -0.01, -0.07]],
  "lowdin_charge": [1.318, 0.787, -0.648, -0.009, 0.023, -0.279, -0.280, -0.130, -0.083, -0.161, -0.011, 0.134, 0.135, 0.158, 0.137, -0.207, 0.760, -0.220, -0.234, 0.159, 0.066, 0.063, 0.058, 0.067, 0.061, 0.026, 0.069, 0.038, 0.051, 0.213, -0.101, -0.201, -0.038, 0.189, 0.183, 0.179, 0.146, 0.143, 0.133, 0.125, 0.082, 0.101]
}

---

2.
{
  "formula": "C12H22AsIrN4S4",
  "method": "the ωB97M-V functional and the def2-TZVPD basis",
  "spin_multiplicity": 5,
  "lumo_energy_ev": [0.15, -0.51],
  "e_tot_ha": -4622.3011,
  "molar_mass_g_mol": 617.74,
  "e_homo_ev": [-6.0, -6.6],
  "orbital_gap_ev": [6.1, 6.1],
  "symbols": ["Ir", "C", "C", "N", "C", "C", "N", "C", "C", "N", "H", "H", "H", "H", "H", "H", "H", "H", "H", "H", "H", "H", "H", "H", "H", "S", "As", "S", "S", "S", "C", "C", "C", "C", "N", "C", "C", "H", "H", "H", "H", "H", "H", "H"],
  "positions_angstrom": [[0.406, -0.243, -0.359], [-0.770, 2.764, 0.620], [-0.156, 2.846, -0.787], [-0.371, 1.640, -1.581], [-1.707, 1.407, -2.125], [-2.690, 0.846, -1.087], [-2.084, -0.229, -0.300], [-2.447, -0.248, 1.113], [-1.752, 0.888, 1.923], [-0.588, 1.452, 1.245], [-1.836, 2.988, 0.566], [-0.316, 3.555, 1.222], [0.925, 2.959, -0.689], [-0.554, 3.741, -1.284], [0.292, 1.624, -2.350], [-1.589, 0.672, -2.923], [-2.137, 2.319, -2.560], [-3.584, 0.504, -1.615], [-3.008, 1.636, -0.408], [-2.281, -1.129, -0.719], [-2.121, -1.210, 1.509], [-3.532, -0.175, 1.257], [-1.439, 0.460, 2.875], [-2.479, 1.673, 2.152], [0.218, 1.466, 1.854], [1.352, -1.017, -2.628], [3.278, -1.148, -1.601], [2.801, -0.085, 0.252], [2.983, -3.455, -0.992], [3.244, -3.738, 0.922], [-0.747, -6.265, 1.993], [-0.401, -4.895, 1.492], [0.073, -3.897, 2.335], [0.403, -2.659, 1.814], [0.277, -2.364, 0.523], [-0.157, -3.321, -0.302], [-0.509, -4.581, 0.139], [-0.620, -6.337, 3.072], [-0.102, -7.006, 1.519], [-1.778, -6.519, 1.744], [0.209, -4.087, 3.392], [0.811, -1.878, 2.446], [-0.180, -3.065, -1.356], [-0.846, -5.325, -0.572]],
  "forces_ev_per_a": [[0.73, 0.51, 0.09], [0.07, -0.05, -0.29], [-0.06, -0.04, 0.20], [0.03, 0.11, -0.18], [-0.12, -0.08, 0.13], [0.27, 0.11, -0.08], [-0.11, -0.33, -0.07], [0.11, 0.08, 0.08], [-0.12, -0.13, -0.20], [0.17, 0.05, 0.35], [-0.01, -0.03, 0.06], [-0.05, 0.02, 0.03], [0.00, 0.01, -0.05], [0.04, 0.01, -0.01], [0.06, -0.13, 0.06], [0.02, 0.02, -0.02], [0.00, -0.02, -0.03], [-0.05, 0.03, 0.04], [-0.03, -0.03, 0.02], [-0.06, 0.00, 0.04], [-0.02, -0.02, -0.04], [0.00, -0.03, 0.03], [0.00, 0.05, 0.03], [0.02, 0.02, 0.01], [-0.04, 0.00, 0.05], [-0.26, -0.11, -0.04], [0.28, -0.26, -0.13], [-0.63, 0.00, 0.09], [0.13, 0.13, 0.01], [0.24, -0.01, -0.06], [0.01, 0.04, 0.00], [0.03, 0.09, -0.06], [-0.04, -0.11, -0.01], [0.03, 0.07, 0.05], [-0.58, 0.10, -0.23], [-0.04, -0.14, -0.01], [0.01, -0.03, 0.09], [-0.01, -0.02, 0.00], [0.00, -0.02, 0.02], [0.00, -0.01, 0.01], [0.01, 0.01, 0.00], [-0.03, 0.04, -0.04], [-0.02, 0.07, 0.04], [0.02, 0.02, -0.02]],
  "lowdin_spin": [2.242, 0.006, 0.010, 0.087, 0.010, 0.006, 0.060, 0.006, 0.003, 0.060, 0.000, 0.001, 0.001, 0.002, 0.002, 0.001, 0.003, 0.001, 0.000, 0.000, 0.000, 0.002, 0.000, 0.001, 0.002, 0.148, 0.039, 0.226, 0.387, 0.544, 0.000, 0.004, 0.027, 0.019, 0.074, 0.011, 0.010, 0.000, 0.000, 0.000, 0.001, 0.002, 0.002, 0.001]
}

---

3.
{
  "formula": "C12H22Br10Cl6",
  "method": "the ωB97M-V functional and the def2-TZVPD basis",
  "lumo_energy_ev": 0.19,
  "e_tot_ha": -28971.7300,
  "smiles": "ClC(Cl)Cl.ClC(Cl)Cl.BrCCBr.BrCCBr.BrCCBr.BrCCBr.BrCCBr",
  "molar_mass_g_mol": 1178.07,
  "e_homo_ev": -10.2,
  "orbital_gap_ev": 10.4,
  "symbols": ["Cl", "C", "Cl", "Cl", "H", "Cl", "C", "Cl", "Cl", "H", "Br", "C", "C", "Br", "H", "H", "H", "H", "Br", "C", "C", "Br", "H", "H", "H", "H", "Br", "C", "C", "Br", "H", "H", "H", "H", "Br", "C", "C", "Br", "H", "H", "H", "H", "Br", "C", "C", "Br", "H", "H", "H", "H"],
  "positions_angstrom": [[9.638, 23.834, 1.825], [10.064, 25.545, 2.062], [10.047, 25.913, 3.804], [8.925, 26.552, 1.172], [11.054, 25.757, 1.683], [7.103, 22.949, 6.051], [8.673, 23.653, 6.452], [9.404, 22.879, 7.901], [8.554, 25.396, 6.685], [9.383, 23.471, 5.659], [9.523, 28.928, 5.411], [9.408, 28.934, 3.469], [10.759, 29.467, 3.010], [10.760, 29.810, 1.064], [8.637, 29.633, 3.154], [9.139, 27.941, 3.132], [11.517, 28.711, 3.193], [11.024, 30.403, 3.480], [6.431, 24.378, 3.091], [5.585, 26.086, 2.838], [5.217, 26.786, 4.121], [4.818, 28.667, 3.775], [4.720, 25.910, 2.203], [6.295, 26.681, 2.268], [6.026, 26.767, 4.845], [4.325, 26.344, 4.556], [12.813, 26.731, -0.119], [12.557, 25.713, -1.791], [11.255, 24.942, -1.735], [11.104, 24.000, -3.426], [13.443, 25.088, -1.847], [12.644, 26.429, -2.603], [10.376, 25.541, -1.531], [11.343, 24.213, -0.931], [13.980, 23.877, 2.034], [14.227, 22.620, 3.568], [15.406, 21.735, 3.264], [15.675, 20.515, 4.754], [13.296, 22.071, 3.622], [14.405, 23.269, 4.415], [16.362, 22.245, 3.223], [15.272, 21.167, 2.350], [4.905, 22.258, 0.043], [6.510, 23.131, -0.671], [6.151, 24.208, -1.666], [7.744, 24.935, -2.562], [7.062, 22.344, -1.180], [7.107, 23.427, 0.187], [5.603, 25.044, -1.245], [5.516, 23.739, -2.415]],
  "forces_ev_per_a": [[0.50, 0.16, -0.13], [-0.39, -0.36, 0.39], [0.22, -0.46, -0.35], [-0.03, -0.09, -0.25], [0.09, -0.22, -0.07], [0.42, -0.05, 0.32], [0.20, -0.18, 0.55], [-0.35, 0.19, -0.37], [-0.11, -0.06, 0.10], [-0.17, -0.01, -0.28], [-0.30, -0.11, 0.03], [0.15, 1.22, -0.22], [-0.24, -0.81, -0.51], [-0.05, -0.05, 0.44], [-0.20, 0.01, 0.32], [0.26, 0.39, 0.15], [0.22, 0.14, -0.05], [-0.07, 0.05, 0.06], [-0.14, -0.05, 0.16], [-0.01, 0.64, -0.72], [-0.03, -0.30, 0.21], [0.03, -0.24, -0.04], [-0.07, 0.02, 0.09], [0.03, -0.02, 0.06], [0.04, 0.04, -0.02], [0.02, 0.10, 0.11], [-0.09, -0.08, -0.30], [0.29, 0.42, 0.20], [0.93, -0.16, 0.42], [-0.12, 0.01, 0.11], [-0.21, -0.32, 0.04], [-0.36, 0.11, 0.06], [-0.05, 0.21, -0.36], [-0.17, -0.22, -0.19], [0.02, -0.31, 0.42], [0.26, 0.54, -0.85], [0.25, -0.02, 0.09], [-0.17, -0.25, 0.06], [-0.01, -0.02, 0.21], [-0.16, -0.12, 0.16], [-0.20, 0.38, -0.19], [-0.08, -0.15, 0.10], [0.19, 0.31, -0.17], [0.47, -0.42, -0.03], [-0.36, -0.16, 0.05], [-0.56, -0.30, 0.32], [-0.08, -0.04, -0.01], [-0.16, 0.38, 0.02], [0.15, 0.05, 0.16], [0.18, 0.24, -0.28]],
  "lowdin_charge": [0.507, -1.454, 0.552, 0.577, -0.073, 0.499, -1.523, 0.504, 0.494, -0.010, 0.632, -0.744, -0.683, 0.574, 0.056, -0.087, 0.044, 0.041, 0.637, -0.707, -0.674, 0.620, 0.060, 0.005, 0.038, 0.060, 0.613, -0.658, -0.722, 0.628, 0.050, 0.053, -0.004, 0.045, 0.569, -0.648, -0.720, 0.623, 0.051, 0.052, 0.047, 0.055, 0.601, -0.698, -0.669, 0.637, 0.053, -0.008, 0.052, 0.050]
}